Entry 1:
88
Properties=species:S:1:pos:R:3:forces:R:3 method="wB97M-V/def2-TZVPD" e_above_lowest_ev=0.000 homo_ev=-10.4 energy_ev=-115316.149 total_charge=+1 lumo_ev=-3.621
C 0.841086 -0.535420 2.460413 0.546 -0.401 -0.785
C 0.065960 -0.092915 1.202022 -0.592 -1.044 0.322
P 0.936306 -0.348285 -0.434524 -0.595 1.061 -0.084
C -0.506226 -0.550366 -1.616133 0.558 0.256 0.505
C 1.987926 -1.954396 -0.448400 -0.787 -0.152 -2.670
C 1.332996 -3.339319 -0.543047 -0.023 -0.558 1.331
C 0.154347 -3.622653 0.438705 0.535 -0.138 0.086
C -0.901996 -4.616412 -0.118803 1.199 0.902 1.107
F -1.434918 -5.218879 0.969386 -0.522 -0.142 -0.232
F -0.221947 -5.547322 -0.820153 -0.411 -0.213 -0.351
C -2.019020 -3.934320 -0.965758 0.520 -1.633 0.445
F -2.478624 -2.911370 -0.228772 -0.265 0.322 -0.312
F -1.414861 -3.524922 -2.097724 -0.158 0.612 -0.027
C -3.168691 -4.886002 -1.399041 0.434 -0.113 -1.092
F -2.579270 -5.850466 -2.144350 0.171 0.089 -0.177
F -3.748517 -5.513599 -0.387430 -0.301 0.474 0.585
C -4.259486 -4.262737 -2.350341 -0.671 -0.939 0.767
F -5.133289 -5.272064 -2.540478 -0.095 -0.205 0.351
F -3.778909 -3.999984 -3.561117 0.508 0.741 -0.023
C -5.101192 -3.087114 -1.756019 -0.777 0.373 -0.783
F -5.290825 -3.204197 -0.441504 0.737 -0.364 0.380
F -6.330004 -3.199358 -2.288194 -0.014 0.066 -0.437
C -4.614716 -1.620646 -2.076802 -0.448 0.715 1.263
F -5.462523 -1.008563 -2.872105 -0.056 -0.122 -0.829
F -4.634460 -0.923836 -0.931000 0.207 -0.062 0.297
F -3.385792 -1.526635 -2.555630 0.338 -0.380 -0.454
N 3.062905 -1.647446 0.489424 0.951 0.401 1.921
C 3.628461 -2.640493 1.393802 -0.186 -0.644 1.618
C 4.620096 -2.088000 2.430212 0.350 -0.227 -0.847
N 4.216238 -1.340034 3.349137 -0.150 0.665 0.575
C 3.783869 -0.601132 0.002430 -1.506 -1.692 -3.110
N 4.496296 0.299754 0.657229 0.933 0.828 1.261
S 5.326933 1.502824 -0.226912 -0.015 0.512 -2.491
O 4.420194 2.203465 -1.031552 -1.283 0.724 0.641
O 6.346466 0.858350 -0.954871 1.160 -0.646 1.093
F 5.880483 2.492749 0.831036 -0.402 -1.454 0.249
N 3.617742 -0.575908 -1.365017 0.828 0.348 0.165
C 2.841263 -1.797135 -1.766792 1.053 -0.605 0.653
N 2.118628 -1.783524 -3.039351 -0.351 0.475 2.574
C 2.500893 -0.976164 -3.836101 0.449 0.809 -2.483
S 3.060486 -0.131705 -5.022942 -0.159 0.101 0.365
B 4.055310 -2.858177 -2.031407 -0.041 -1.957 -0.558
O 3.997542 -3.694022 -3.148255 0.081 1.264 0.446
O 5.180107 -2.951998 -1.241620 -0.838 0.486 0.865
H 1.828308 -0.052080 2.511491 -0.407 0.041 0.266
H 0.288329 -0.413919 3.397408 0.095 0.222 -0.298
H 1.066437 -1.611609 2.349868 -0.135 0.312 0.269
H -0.876173 -0.669656 1.172107 0.163 0.296 0.044
H -0.229115 0.967366 1.248730 0.280 -0.274 -0.196
H -0.300192 -1.271569 -2.412306 -0.152 0.022 0.321
H -1.404191 -0.783821 -1.033912 0.113 -0.072 -0.418
H -0.614728 0.435017 -2.094700 -0.104 -0.294 0.219
H 0.993099 -3.561937 -1.562491 0.317 0.601 0.100
H 2.109163 -4.097868 -0.322184 -0.241 0.163 -0.285
H 0.582158 -4.162619 1.299470 -0.346 0.124 -0.184
H -0.301212 -2.719653 0.861649 -0.038 -0.202 -0.412
H 4.119839 -3.495970 0.907187 -0.208 0.541 -0.414
H 2.794888 -3.071731 1.975055 0.241 0.247 -0.153
H 5.691197 -2.330045 2.341349 -0.373 -0.341 -0.238
H 4.998809 -1.069410 3.950269 -0.199 -0.021 0.095
H 4.517289 0.269174 1.677237 -0.068 0.011 -0.172
H 4.468120 -0.422056 -1.905321 -0.172 0.697 0.113
H 4.613939 -3.295335 -3.788138 -0.076 -0.753 -0.178
H 5.451849 -3.870760 -1.101991 0.363 0.222 -0.595
C -4.698012 5.715903 2.624237 -0.015 0.100 -0.177
O -3.850675 6.679195 2.023900 -0.024 -0.246 0.253
C -2.719060 7.017862 2.820252 0.137 0.397 -0.292
C -1.440605 6.527669 2.165597 -0.219 -0.263 0.023
N -1.350472 5.070396 2.212252 0.147 0.120 -0.063
C -0.274467 4.517738 1.395391 -0.266 -0.117 0.069
C -0.364020 4.704266 -0.120226 0.362 -0.246 -0.025
O -1.431618 3.993106 -0.725730 0.042 0.255 0.066
C -2.675795 4.678796 -0.727861 -0.095 -0.324 -0.101
H -5.589866 5.625065 2.005419 0.045 0.053 -0.028
H -4.212955 4.735283 2.675244 -0.041 -0.037 0.155
H -5.001953 6.028836 3.627088 0.020 -0.075 0.024
H -2.813761 6.643700 3.843279 -0.022 -0.142 -0.059
H -2.684719 8.110145 2.868431 0.019 -0.018 0.047
H -0.580773 6.957270 2.687560 0.018 -0.026 -0.017
H -1.436248 6.895837 1.132309 0.029 0.207 0.043
H -2.227103 4.677089 1.894703 -0.007 0.027 0.042
H -0.253642 3.441298 1.595091 0.083 -0.005 -0.067
H 0.680062 4.921952 1.748420 -0.021 0.071 -0.034
H 0.551539 4.284021 -0.548845 -0.027 -0.016 -0.017
H -0.377389 5.758666 -0.415894 -0.170 0.024 0.064
H -2.551683 5.761767 -0.792535 0.027 -0.003 0.093
H -3.261051 4.419631 0.157675 -0.065 0.198 0.026
H -3.240773 4.343328 -1.598195 0.077 -0.006 -0.026

Entry 2:
60
Properties=species:S:1:pos:R:3:forces:R:3 method="wB97M-V/def2-TZVPD" e_above_lowest_ev=0.923 homo_ev=-4.2 energy_ev=-110357.708 total_charge=-1 lumo_ev=1.681
Rb 0.251936 1.241556 0.175411 -0.802 -0.299 0.516
O 4.317106 2.329512 -1.013440 -0.012 -0.013 0.072
C 3.014003 2.062974 -1.224067 0.052 0.357 -0.130
O 2.128605 2.753211 -0.793715 0.597 0.215 -0.304
C 2.817730 0.931159 -2.192137 0.052 -0.098 -0.023
C 3.852633 0.498610 -3.009916 0.081 0.021 0.017
C 3.596513 -0.524601 -3.903933 0.045 -0.046 -0.069
C 2.339211 -1.101408 -3.920761 0.029 -0.049 -0.047
C 1.378249 -0.614344 -3.040792 0.054 -0.065 0.053
N 1.605808 0.395023 -2.217963 0.097 0.161 -0.161
C -0.008113 -1.204387 -2.938533 0.051 -0.146 -0.011
O -0.129265 -2.491652 -3.342838 0.070 -0.067 -0.026
O -0.953279 -0.606023 -2.532337 -0.122 0.160 0.029
H 4.344056 3.043636 -0.357771 -0.031 -0.062 -0.069
H 4.826336 0.961680 -2.941741 -0.030 -0.017 -0.004
H 4.371585 -0.876580 -4.574028 -0.041 0.014 0.032
H 2.113167 -1.894519 -4.623070 0.001 0.016 0.021
H 0.741025 -2.894953 -3.454550 -0.053 0.037 0.022
Cl 5.403585 -4.949560 -0.149804 0.020 -0.032 -0.007
C 4.608370 -3.408429 0.092612 -0.034 0.001 0.006
C 5.261126 -2.227138 -0.267401 0.002 0.075 -0.002
C 4.636906 -1.018413 -0.091251 -0.033 -0.011 0.035
C 3.305637 -0.893338 0.441106 -0.194 0.148 -0.128
O 2.721655 0.234656 0.488848 0.543 -0.440 0.143
C 2.689598 -2.132300 0.851856 0.197 0.062 -0.090
C 1.412820 -2.235233 1.524608 -0.087 -0.055 0.028
N 0.625454 -1.299068 1.898590 0.012 -0.061 -0.036
C -0.473145 -1.693664 2.674863 -0.055 -0.024 0.112
C -0.344098 -2.536628 3.755515 0.028 0.023 -0.046
C -1.455130 -2.897154 4.545087 -0.033 -0.030 0.040
C -2.698053 -2.410879 4.264030 -0.015 -0.025 0.044
C -2.874419 -1.522866 3.176262 0.047 0.040 -0.066
C -4.131377 -0.965639 2.839348 -0.013 0.020 -0.017
C -4.227489 -0.101923 1.789068 -0.028 -0.027 0.061
C -3.057180 0.214004 1.064061 0.054 0.045 -0.070
N -1.880797 -0.290334 1.341154 -0.190 -0.027 -0.061
C -1.765359 -1.151645 2.381472 -0.074 -0.024 0.078
C 3.357375 -3.353197 0.650878 -0.029 0.076 -0.007
H 6.262787 -2.275005 -0.680668 -0.036 0.003 0.012
H 5.145106 -0.099879 -0.357575 -0.007 0.009 0.010
H 1.127973 -3.276120 1.737719 -0.020 -0.009 0.031
H 0.639796 -2.904674 4.019456 -0.004 0.012 -0.014
H -1.307897 -3.563179 5.387519 -0.008 0.021 -0.023
H -3.557172 -2.680897 4.868619 0.035 0.005 -0.018
H -5.001659 -1.230395 3.432266 0.043 0.012 -0.030
H -5.167446 0.355418 1.508259 0.026 -0.011 -0.004
H -3.104932 0.925484 0.240971 -0.018 -0.075 0.104
H 2.869879 -4.273664 0.954321 0.001 0.015 0.001
C -3.885713 3.097843 -2.751624 0.022 -0.045 -0.077
S -4.842540 2.650541 -1.283974 -0.005 0.066 -0.064
C -4.529008 4.036700 -0.264031 -0.135 -0.023 0.081
C -3.323620 4.359818 0.275236 -0.027 -0.021 0.041
S -1.813321 3.601359 0.061420 0.063 0.138 0.029
S -3.386128 5.774604 1.321317 -0.089 0.060 -0.095
C -5.063906 6.156490 1.178000 -0.012 -0.103 0.103
S -5.801720 7.400394 1.983293 -0.006 0.064 -0.024
S -5.887367 5.070438 0.134791 0.085 0.018 -0.020
H -3.967818 2.265067 -3.451101 0.004 0.012 0.021
H -2.842505 3.239206 -2.469261 -0.050 -0.008 -0.001
H -4.285574 4.000302 -3.209678 -0.022 0.008 0.006

Entry 3:
17
Properties=species:S:1:pos:R:3:forces:R:3 method="wB97M-V/def2-TZVPD" e_above_lowest_ev=1.125 homo_ev=-9.0 energy_ev=-8430.116 total_charge=0 lumo_ev=0.987 smiles="C=CCCC(C)=O"
C -0.461501 -1.668605 0.621381 -0.719 -0.545 0.091
C -1.221273 -1.180140 -0.358432 -0.247 -0.417 0.460
C -1.702449 0.255917 -0.253746 -0.065 -0.092 0.054
C -0.454702 1.045386 0.186847 -0.006 0.021 -0.112
C 0.746883 0.373078 -0.486261 0.237 0.652 -0.705
C 2.109499 0.572113 0.100406 0.156 0.063 0.011
O 0.625665 -0.145226 -1.577610 0.440 0.615 0.134
H -0.422934 -1.152741 1.578552 0.281 0.001 -0.142
H 0.174795 -2.538256 0.509078 -0.414 -0.243 0.067
H -1.340775 -1.698464 -1.306483 0.113 0.050 0.206
H -2.514677 0.323924 0.476562 0.111 0.195 -0.042
H -2.078708 0.644510 -1.205480 0.081 -0.280 0.144
H -0.427249 2.081088 -0.176476 -0.212 -0.040 0.056
H -0.371427 1.099492 1.280650 0.183 -0.122 -0.326
H 2.367474 1.583273 -0.231609 0.288 0.014 0.177
H 2.808774 -0.134995 -0.349195 -0.071 0.129 0.076
H 2.162605 0.539648 1.191809 -0.157 -0.002 -0.147